[1]
{
  "formula": "C26H40BrO4PSW",
  "method": "ωB97M-V/def2-TZVPD",
  "lumo_energy_ev": [-7.1012, -7.5528],
  "e_tot_ev": -127779.7429,
  "de_lowest_kj_mol": 23.18,
  "orbital_gap_ev": [7.051, 6.652],
  "total_charge": 2,
  "multiplicity": 3,
  "max_force_ev_per_a": 0.49,
  "symbols": ["W", "C", "C", "C", "C", "C", "C", "C", "Br", "C", "O", "C", "C", "C", "C", "C", "C", "H", "H", "H", "H", "H", "H", "H", "H", "H", "H", "H", "H", "H", "H", "H", "H", "H", "H", "H", "H", "S", "C", "C", "C", "C", "C", "C", "H", "H", "H", "H", "H", "C", "C", "O", "P", "O", "C", "C", "O", "C", "C", "H", "H", "H", "H", "H", "H", "H", "H", "H", "H", "H", "H", "H", "H", "H"],
  "positions_angstrom": [[1.322, 1.075, -0.395], [-1.530, -2.583, 5.492], [-1.814, -3.282, 4.163], [-1.177, -4.680, 4.199], [-3.334, -3.408, 3.986], [-1.242, -2.510, 2.977], [-0.580, -1.299, 3.132], [-0.098, -0.690, 1.997], [0.820, 1.016, 2.134], [-0.218, -1.202, 0.719], [0.346, -0.515, -0.331], [-0.899, -2.412, 0.531], [-1.386, -3.020, 1.682], [-1.085, -3.016, -0.864], [-1.846, -2.025, -1.761], [-1.904, -4.309, -0.805], [0.284, -3.357, -1.475], [-1.943, -3.177, 6.306], [-1.998, -1.597, 5.542], [-0.458, -2.479, 5.677], [-1.556, -5.231, 5.060], [-0.091, -4.616, 4.287], [-1.415, -5.262, 3.307], [-3.759, -3.941, 4.837], [-3.595, -3.965, 3.085], [-3.806, -2.425, 3.930], [-0.443, -0.847, 4.105], [-1.911, -3.956, 1.573], [-2.800, -1.749, -1.308], [-2.059, -2.493, -2.723], [-1.272, -1.118, -1.954], [-2.905, -4.141, -0.404], [-1.409, -5.078, -0.212], [-2.017, -4.700, -1.816], [0.933, -2.486, -1.554], [0.143, -3.765, -2.477], [0.795, -4.112, -0.876], [3.450, 0.513, 0.041], [4.514, 0.961, -1.329], [4.834, 2.300, -1.531], [5.687, 2.635, -2.572], [6.213, 1.645, -3.392], [5.899, 0.311, -3.166], [5.049, -0.042, -2.127], [4.449, 3.063, -0.866], [5.957, 3.671, -2.730], [6.883, 1.912, -4.198], [6.323, -0.462, -3.793], [4.811, -1.081, -1.940], [-1.990, 6.243, -0.090], [-0.873, 6.110, -1.091], [-0.568, 4.679, -1.376], [0.054, 3.736, -0.286], [1.469, 3.144, -1.091], [1.454, 3.040, -2.571], [1.745, 1.606, -2.983], [-0.626, 2.247, -0.722], [-1.947, 1.890, -0.145], [-3.048, 2.286, -1.093], [-2.199, 7.303, 0.060], [-1.721, 5.824, 0.881], [-2.903, 5.772, -0.454], [0.051, 6.584, -0.766], [-1.147, 6.497, -2.067], [2.235, 3.705, -2.927], [0.487, 3.380, -2.925], [2.801, 1.352, -2.959], [1.349, 1.397, -3.979], [1.155, 0.810, -2.434], [-2.023, 2.384, 0.827], [-1.909, 0.814, 0.007], [-3.111, 3.366, -1.212], [-4.000, 1.931, -0.696], [-2.898, 1.828, -2.070]]
}

[2]
{
  "formula": "C26H40Cl3MnN4O3Si",
  "method": "ωB97M-V/def2-TZVPD",
  "lumo_energy_ev": [-2.4063, -0.1513],
  "e_tot_ev": -116482.5965,
  "de_lowest_kj_mol": 0.00,
  "orbital_gap_ev": [6.419, 8.769],
  "multiplicity": 5,
  "max_force_ev_per_a": 3.15,
  "symbols": ["C", "C", "H", "H", "H", "C", "C", "H", "H", "H", "H", "Mn", "Cl", "Cl", "H", "H", "C", "C", "N", "H", "C", "O", "H", "H", "H", "H", "H", "H", "C", "C", "N", "H", "C", "O", "H", "H", "H", "H", "O", "C", "C", "C", "H", "C", "H", "C", "H", "C", "C", "H", "H", "H", "Si", "Cl", "C", "C", "C", "H", "H", "H", "H", "H", "H", "H", "H", "H", "N", "C", "C", "C", "C", "N", "C", "C", "H", "H", "H", "H"],
  "positions_angstrom": [[-1.578, -1.880, -3.140], [-1.161, -2.728, -1.989], [-1.810, -2.466, -4.043], [-0.754, -1.184, -3.386], [-2.447, -1.246, -2.867], [-0.622, -3.954, -2.136], [-0.456, -4.617, -3.458], [-0.298, -4.519, -1.269], [-0.383, -3.875, -4.260], [-1.301, -5.290, -3.668], [0.459, -5.228, -3.450], [0.118, 0.767, -0.140], [-2.227, 1.096, 0.027], [1.568, 2.147, -1.401], [0.680, 4.831, 3.887], [-1.377, 5.849, 2.928], [1.058, 4.614, 2.882], [-0.995, 5.634, 1.922], [-0.062, 4.513, 1.964], [1.618, 3.669, 2.882], [-0.295, 3.370, 1.307], [0.409, 2.348, 1.427], [-1.831, 5.369, 1.266], [-1.184, 3.381, 0.662], [1.718, 5.431, 2.576], [-0.512, 6.536, 1.536], [1.618, -1.750, -2.500], [2.786, -3.895, -0.883], [2.526, -1.253, -2.119], [3.527, -3.084, -0.804], [2.873, -1.785, -0.806], [2.380, -0.165, -2.117], [2.712, -1.172, 0.385], [2.047, -0.148, 0.611], [4.062, -3.198, 0.150], [3.266, -1.714, 1.181], [3.349, -1.522, -2.798], [4.241, -3.151, -1.633], [-0.207, -1.097, -0.743], [-1.231, -2.007, -0.664], [0.129, -3.478, 0.889], [-1.106, -2.949, 0.530], [1.014, -3.080, 0.353], [0.205, -4.473, 1.879], [-2.215, -1.500, -0.597], [-2.276, -3.378, 1.158], [1.187, -4.876, 2.134], [-0.961, -4.922, 2.516], [-2.200, -4.379, 2.140], [-3.228, -2.931, 0.875], [-0.904, -5.683, 3.295], [-3.109, -4.746, 2.626], [-0.402, 3.302, -3.237], [-0.702, 1.225, -3.522], [1.301, 4.174, -3.437], [-1.567, 3.800, -1.891], [-1.092, 4.144, -4.824], [2.037, 3.948, -2.628], [1.124, 5.274, -3.421], [1.744, 3.889, -4.409], [-0.440, 3.946, -5.684], [-1.132, 5.235, -4.675], [-2.101, 3.786, -5.062], [-1.930, 2.963, -1.298], [-2.438, 4.270, -2.365], [-1.096, 4.519, -1.220], [0.227, -0.320, 7.831], [0.054, -0.355, 6.668], [-0.115, -0.394, 5.225], [0.760, -1.149, 4.439], [0.621, -1.074, 3.047], [-0.300, -0.321, 2.441], [-1.194, 0.326, 3.197], [-1.155, 0.295, 4.601], [1.550, -1.754, 4.875], [1.305, -1.655, 2.423], [-1.955, 0.897, 2.649], [-1.927, 0.805, 5.163]]
}

[3]
{
  "formula": "C26H40ClN3O14P2",
  "method": "ωB97M-V/def2-TZVPD",
  "lumo_energy_ev": -1.5535,
  "e_tot_ev": -91841.6437,
  "orbital_gap_ev": 7.376,
  "max_force_ev_per_a": 7.12,
  "symbols": ["C", "C", "C", "Cl", "P", "C", "C", "C", "N", "O", "C", "C", "N", "C", "C", "C", "O", "N", "C", "C", "C", "O", "P", "O", "O", "O", "H", "H", "H", "H", "H", "H", "H", "H", "H", "H", "H", "H", "H", "H", "H", "H", "H", "H", "H", "H", "H", "H", "H", "H", "H", "H", "H", "H", "H", "H", "H", "H", "C", "C", "C", "O", "C", "C", "C", "O", "O", "O", "H", "H", "H", "H", "C", "C", "C", "O", "C", "C", "C", "O", "O", "O", "H", "H", "H", "H"],
  "positions_angstrom": [[-0.359, -4.138, 0.484], [0.976, -3.273, 0.091], [0.548, -1.747, 0.015], [-0.489, -1.518, 1.559], [1.851, -0.395, -0.242], [1.955, 0.397, -1.996], [2.472, 1.898, -2.015], [3.998, 2.270, -1.604], [1.765, 2.930, -2.439], [0.681, 0.727, 0.319], [-0.395, 1.101, -0.519], [-1.743, 1.400, 0.355], [-2.752, 0.352, -0.011], [-4.098, 0.919, -0.321], [-5.200, 0.041, 0.492], [-5.326, 0.672, 1.960], [-6.483, -0.014, -0.219], [2.978, 0.299, 0.910], [2.690, 1.663, 1.431], [3.296, -0.480, 2.111], [2.337, -0.932, 3.291], [4.520, -0.747, 2.288], [3.440, -1.745, -0.909], [3.155, -2.576, -2.179], [4.836, -0.790, -1.301], [4.061, -2.860, 0.214], [-0.213, -5.181, 0.008], [-1.306, -3.722, 0.016], [-0.433, -4.335, 1.604], [1.336, -3.765, -0.861], [1.659, -3.413, 0.995], [-0.226, -1.671, -0.839], [2.759, -0.122, -2.648], [1.012, 0.208, -2.623], [4.085, 3.381, -1.307], [4.382, 1.677, -0.719], [4.663, 2.159, -2.536], [2.326, 3.791, -2.389], [-0.734, 0.397, -1.340], [-0.203, 2.117, -1.036], [-2.142, 2.452, 0.145], [-1.502, 1.295, 1.462], [-2.896, -0.264, 0.806], [-4.250, 1.999, 0.001], [-4.366, 0.756, -1.430], [-4.876, -1.048, 0.624], [-4.378, 1.288, 2.139], [-6.255, 1.344, 1.953], [-5.363, -0.104, 2.801], [-6.607, -0.955, -0.477], [1.949, 1.695, 2.315], [3.683, 1.993, 1.933], [2.494, 2.474, 0.667], [1.470, -0.203, 3.362], [1.984, -2.000, 3.036], [2.928, -1.035, 4.266], [5.622, -1.146, -0.834], [4.546, -3.576, -0.264], [8.790, -1.427, -4.763], [8.076, -1.324, -3.640], [8.485, -0.399, -2.540], [7.803, -0.312, -1.533], [9.716, 0.378, -2.720], [10.430, 0.270, -3.842], [10.007, -0.633, -4.950], [10.675, -0.690, -5.967], [11.574, 0.982, -4.022], [6.946, -2.056, -3.455], [8.504, -2.091, -5.568], [10.012, 1.031, -1.910], [11.900, 0.730, -4.908], [6.610, -1.803, -2.575], [-11.269, 0.057, 2.432], [-10.133, 0.505, 1.892], [-9.448, 1.720, 2.421], [-8.405, 2.086, 1.913], [-10.074, 2.431, 3.539], [-11.211, 1.985, 4.076], [-11.882, 0.755, 3.566], [-12.910, 0.367, 4.094], [-11.806, 2.634, 5.112], [-9.552, -0.129, 0.839], [-11.775, -0.824, 2.060], [-9.576, 3.321, 3.901], [-12.607, 2.115, 5.318], [-8.743, 0.385, 0.635]]
}

Q: Which formula does entry 3 have?
A: C26H40ClN3O14P2